Version A
DFT (ωB97M-V/def2-TZVPD) results for a cluster of 5 separate species, CH12O4 in total.

Geometry as XYZ:
```
17
CH12O4 ωB97M-V/def2-TZVPD
C 1.62 1.13 1.01
H 2.63 1.23 0.55
H 1.20 2.01 1.13
H 1.73 0.67 2.05
H 1.10 0.39 0.29
O -2.09 0.68 0.17
H -1.69 1.51 -0.17
H -2.45 0.03 -0.56
O 0.58 -1.14 -0.85
H 1.53 -1.20 -0.75
H 0.13 -1.74 -0.20
O -0.38 0.43 -2.80
H 0.23 -0.14 -2.14
H -1.20 -0.06 -2.74
O -0.96 -1.61 1.73
H -0.31 -0.92 1.99
H -1.69 -1.29 1.27
```

Summary:
structure (SMILES) = C.O.O.O.O
gap between HOMO and LUMO = 11.1 eV
LUMO = 0.011 Ha

=====

Version B
DFT (ωB97M-V/def2-TZVPD) results for a cluster of 5 separate species, CH12O4 in total.

Geometry as XYZ:
```
17
CH12O4 ωB97M-V/def2-TZVPD
C -1.57 -2.45 0.44
H -0.81 -3.10 0.06
H -2.53 -2.95 0.55
H -1.69 -1.48 -0.02
H -1.32 -2.24 1.49
O 2.15 0.63 -1.83
H 2.57 1.10 -2.57
H 1.28 1.04 -1.82
O -2.02 1.11 0.96
H -2.24 0.18 0.99
H -2.81 1.59 0.76
O 0.19 2.63 -0.96
H 0.25 3.58 -0.89
H 0.37 2.41 -0.02
O 2.62 -0.98 1.18
H 2.18 -0.67 0.36
H 3.38 -0.43 1.31
```

Summary:
structure (SMILES) = C.O.O.O.O
gap between HOMO and LUMO = 11.6 eV
LUMO = 0.020 Ha

=====

version B is the most stable structure; the next one sits 0.0312 hartree above it.

=====

Version A
DFT (ωB97M-V/def2-TZVPD) results for the molecule C5H3NS2.

Geometry as XYZ:
```
11
C5H3NS2 ωB97M-V/def2-TZVPD
C 0.75 0.36 0.16
C 0.62 -0.97 0.15
C -0.38 1.20 -0.02
C -1.59 0.47 0.01
C -0.58 -1.62 0.01
N -1.63 -0.82 -0.01
S 2.42 1.20 0.09
S 3.75 -0.23 -0.03
H -0.37 2.27 -0.42
H -2.49 0.89 -0.12
H -0.48 -2.75 0.17
```

Summary:
gap between HOMO and LUMO (spin up / spin down) = 7.2 / 7.6 eV
LUMO (spin up / spin down) = -0.072 / -0.043 Ha

=====

Version B
DFT (ωB97M-V/def2-TZVPD) results for the molecule C5H3NS2.

Geometry as XYZ:
```
11
C5H3NS2 ωB97M-V/def2-TZVPD
C -1.53 -1.63 -1.21
C -0.68 -0.89 -0.70
C 0.22 -0.02 0.10
S 1.92 -0.74 0.28
C -0.48 0.06 1.44
N -0.86 0.05 2.54
C 0.34 1.32 -0.55
S 0.39 2.69 0.32
H -2.15 -2.34 -1.65
H 2.32 0.32 1.07
H 0.51 1.17 -1.66
```

Summary:
structure (SMILES) = C#C[C@](S)(C#N)C=S
gap between HOMO and LUMO = 8.4 eV
LUMO = -0.044 Ha

=====

version B is the most stable structure; the next one sits 0.0028 hartree above it.

=====

Version A
DFT (ωB97M-V/def2-TZVPD) results for a structure of composition CH5N3.

Geometry as XYZ:
```
9
CH5N3 ωB97M-V/def2-TZVPD
C 1.06 -0.54 -0.59
N -1.65 1.01 1.00
N -0.85 0.09 1.07
N -0.32 -0.29 -0.59
H 1.33 -1.08 0.39
H 1.32 -1.22 -1.51
H 1.72 0.26 -0.60
H -1.98 1.24 1.94
H -0.62 0.52 -1.11
```

Summary:
gap between HOMO and LUMO (spin up / spin down) = 9.9 / 9.9 eV
LUMO (spin up / spin down) = 0.035 / 0.035 Ha

=====

Version B
DFT (ωB97M-V/def2-TZVPD) results for the molecule CH5N3.

Geometry as XYZ:
```
9
CH5N3 ωB97M-V/def2-TZVPD
N 0.62 -0.95 1.21
C 0.01 -0.30 0.31
N 0.62 0.74 -0.28
N -1.28 -0.65 -0.31
H 1.63 -0.97 1.10
H 1.55 1.03 -0.12
H 0.08 1.60 -0.64
H -2.11 -0.06 -0.05
H -1.13 -0.44 -1.22
```

Summary:
structure (SMILES) = N=C(N)N
gap between HOMO and LUMO = 9.4 eV
LUMO = 0.027 Ha

=====

version B is the most stable structure; the next one sits 0.0794 hartree above it.

=====

Version A
DFT (ωB97M-V/def2-TZVPD) results for the molecule CH5N3.

Geometry as XYZ:
```
9
CH5N3 ωB97M-V/def2-TZVPD
N 0.24 1.16 -0.99
C 0.09 0.26 -0.12
N 0.54 -1.04 -0.11
N -0.88 0.41 0.89
H 0.99 1.07 -1.69
H 1.48 -1.17 -0.55
H 0.23 -1.56 0.72
H -1.20 1.35 0.95
H -1.50 -0.47 0.90
```

Summary:
structure (SMILES) = N=C(N)N
gap between HOMO and LUMO = 10.1 eV
LUMO = 0.033 Ha

=====

Version B
DFT (ωB97M-V/def2-TZVPD) results for the molecule CH5N3.

Geometry as XYZ:
```
9
CH5N3 ωB97M-V/def2-TZVPD
C -1.68 -0.02 0.22
N -0.53 0.45 -0.02
N 0.50 -0.34 -0.33
N 1.79 0.17 -0.20
H -2.48 0.67 0.39
H -1.90 -1.09 0.24
H 0.44 -1.34 -0.10
H 1.93 0.89 -0.91
H 1.93 0.62 0.71
```

Summary:
structure (SMILES) = C=NNN
gap between HOMO and LUMO = 10.1 eV
LUMO = 0.048 Ha

=====

version A is the most stable structure; the next one sits 0.0760 hartree above it.

=====

Version A
DFT (ωB97M-V/def2-TZVPD) results for the molecule CH5N3.

Geometry as XYZ:
```
9
CH5N3 ωB97M-V/def2-TZVPD
N -0.26 -0.93 1.02
C 0.02 -0.10 0.05
N -0.05 -0.49 -1.26
N 0.39 1.26 0.24
H 0.48 -0.72 1.69
H -0.07 0.21 -1.99
H -0.79 -1.13 -1.51
H -0.33 1.75 -0.28
H 0.20 1.47 1.22
```

Summary:
structure (SMILES) = N=C(N)N
gap between HOMO and LUMO = 9.4 eV
LUMO = 0.029 Ha

=====

Version B
DFT (ωB97M-V/def2-TZVPD) results for the molecule CH5N3.

Geometry as XYZ:
```
9
CH5N3 ωB97M-V/def2-TZVPD
N 0.22 1.43 0.10
C -0.05 0.26 0.06
N 0.90 -0.68 0.11
N -1.35 -0.19 -0.04
H 1.18 1.45 -0.34
H 1.79 -0.33 0.12
H 0.88 -1.50 -0.57
H -1.41 -0.87 0.81
H -2.16 0.43 -0.25
```

Summary:
structure (SMILES) = N=C(N)N
gap between HOMO and LUMO = 10.4 eV
LUMO = 0.033 Ha

=====

version A is the most stable structure; the next one sits 0.0138 hartree above it.

=====

Version A
DFT (ωB97M-V/def2-TZVPD) results for the molecule HNO3S.

Geometry as XYZ:
```
6
HNO3S ωB97M-V/def2-TZVPD
N 2.44 0.23 -0.01
O 1.86 1.23 0.28
O 3.57 0.01 -0.29
O -0.14 -0.60 0.33
S 1.25 -1.31 -0.04
H -0.62 -0.29 -0.45
```

Summary:
gap between HOMO and LUMO = 10.3 eV
LUMO = 0.002 Ha

=====

Version B
DFT (ωB97M-V/def2-TZVPD) results for a cluster of 2 separate species, HNO3S in total.

Geometry as XYZ:
```
6
HNO3S ωB97M-V/def2-TZVPD
N 0.78 0.65 0.38
O -1.80 0.46 0.58
O -0.58 -1.55 -0.16
O 0.19 0.75 -0.97
S -0.62 -0.15 0.07
H 2.03 -0.16 0.09
```

Summary:
gap between HOMO and LUMO = 10.2 eV
LUMO = -0.036 Ha

=====

version A is the most stable structure; the next one sits 0.0716 hartree above it.

=====

Version A
DFT (ωB97M-V/def2-TZVPD) results for the molecule C2H3NP2.

Geometry as XYZ:
```
8
C2H3NP2 ωB97M-V/def2-TZVPD
C 1.21 -0.88 0.34
C -0.67 0.15 -1.39
N 2.01 -1.62 0.73
P -0.67 1.47 1.57
P -0.29 -0.01 0.24
H -1.58 0.63 -1.64
H -0.34 -0.54 -2.10
H 0.32 0.80 2.24
```

Summary:
gap between HOMO and LUMO (spin up / spin down) = 6.8 / 6.8 eV
LUMO (spin up / spin down) = -0.050 / -0.052 Ha

=====

Version B
DFT (ωB97M-V/def2-TZVPD) results for the molecule C2H3NP2.

Geometry as XYZ:
```
8
C2H3NP2 ωB97M-V/def2-TZVPD
N 0.37 -3.39 0.54
C 0.32 -2.43 -0.09
P 0.47 -0.60 -0.57
C 0.33 1.07 -0.47
P -1.23 1.81 0.05
H 1.67 -0.70 -1.19
H -0.79 3.02 0.51
H -1.14 1.21 1.22
```

Summary:
structure (SMILES) = N#C[PH]#CP
gap between HOMO and LUMO = 8.5 eV
LUMO = -0.041 Ha

=====

Version C
DFT (ωB97M-V/def2-TZVPD) results for the molecule C2H3NP2.

Geometry as XYZ:
```
8
C2H3NP2 ωB97M-V/def2-TZVPD
C -0.62 0.79 -0.38
N -0.47 0.59 0.86
C 0.14 -0.60 1.21
P 0.78 -1.63 0.01
P -0.04 -0.46 -1.57
H -1.24 1.62 -0.58
H 0.19 -0.56 2.22
H 1.26 0.25 -1.78
```

Summary:
structure (SMILES) = C1=NC=P#[PH]1
gap between HOMO and LUMO = 8.7 eV
LUMO = -0.021 Ha

=====

version C is the most stable structure; the next one sits 0.0507 hartree above it.

=====

Version A
DFT (ωB97M-V/def2-TZVPD) results for a cluster of 2 separate species, C2H3NP2 in total.

Geometry as XYZ:
```
8
C2H3NP2 ωB97M-V/def2-TZVPD
C -0.59 -0.65 -1.93
P -0.29 0.23 -0.55
P 1.22 -0.68 -1.87
H -1.39 -1.01 -2.54
H 1.37 -1.94 -1.24
C -0.08 1.34 2.70
N -1.07 1.71 3.14
H 0.83 1.00 2.29
```

Summary:
structure (SMILES) = C1=P#[PH]1.C#N
gap between HOMO and LUMO = 8.5 eV
LUMO = -0.016 Ha

=====

Version B
DFT (ωB97M-V/def2-TZVPD) results for a cluster of 2 separate species, C2H3NP2 in total.

Geometry as XYZ:
```
8
C2H3NP2 ωB97M-V/def2-TZVPD
C -0.92 0.22 -0.84
C -1.43 -0.50 0.21
N -0.36 0.81 -1.68
P 1.95 0.36 -0.37
P 1.08 0.13 1.41
H -2.08 -0.01 0.91
H -1.45 -1.57 0.13
H 3.21 0.56 0.23
```

Summary:
gap between HOMO and LUMO (spin up / spin down) = 7.6 / 7.2 eV
LUMO (spin up / spin down) = -0.047 / -0.051 Ha

=====

version A is the most stable structure; the next one sits 0.0291 hartree above it.